43
Properties=species:S:1:pos:R:3:forces:R:3:mulliken_spin:R:1 method="wB97M-V/def2-TZVPD" s_squared=2.07 total_charge=+1 fmax_ev_per_a=1.6 e_tot_ha=-3510.60696 spin_multiplicity=3
Mo -0.474205 1.413608 -0.965316 -0.69 1.35 0.57 2.1626
S -6.965520 3.722166 -1.092232 -0.60 0.19 -0.09 -0.0047
C -5.437608 3.310605 -0.861761 0.51 -0.16 -0.01 0.0019
S -4.945941 1.873949 -0.004488 -0.06 -0.22 0.14 0.0021
C -3.232227 2.126684 -0.109430 -0.21 0.18 -0.12 0.0234
C -2.823310 3.235202 -0.802313 -0.09 0.02 0.04 0.0079
S -1.154806 3.622470 -0.988268 0.17 -0.10 -0.04 -0.1196
S -4.081198 4.227634 -1.473025 0.13 0.18 -0.11 0.0018
S -2.131049 1.051197 0.632716 0.67 -0.26 0.10 -0.1275
C -1.998392 -2.861004 1.140914 0.21 0.04 0.01 -0.0001
C -0.599684 -2.806668 0.561910 -0.16 -0.10 0.51 -0.0066
C 0.510813 -3.197335 1.297258 -0.11 -0.05 0.22 -0.0001
C 1.778592 -3.200071 0.728379 0.04 -0.04 0.25 0.0010
Cl 3.149007 -3.679695 1.693620 -0.11 0.07 -0.08 0.0001
C 1.960736 -2.832730 -0.584574 0.11 0.05 -0.29 -0.0017
C 0.860748 -2.420431 -1.333773 0.25 -0.12 -0.02 0.0020
C -0.391246 -2.396407 -0.754026 -0.12 0.12 -0.17 0.0045
O -1.544174 -1.997852 -1.380463 -0.44 0.21 -0.51 -0.0044
C -1.576895 -1.495195 -2.712375 0.38 0.11 0.37 0.0067
C -1.172856 -0.036228 -2.650770 1.16 -0.03 -0.62 0.0055
O -1.992842 0.884944 -2.528483 0.11 -0.15 0.30 0.0053
O 0.124985 0.294008 -2.510259 -1.24 -0.79 0.23 0.0118
H -1.979035 -3.258828 2.158240 0.03 0.06 -0.14 -0.0001
H -2.641212 -3.499840 0.531934 0.06 0.01 0.02 0.0000
H -2.471242 -1.874016 1.161508 0.11 -0.10 -0.02 -0.0014
H 0.382805 -3.522203 2.326843 0.04 0.05 -0.16 0.0000
H 2.947606 -2.869445 -1.034367 -0.13 0.02 0.06 0.0001
H 1.009409 -2.142818 -2.363179 0.00 0.11 -0.11 0.0016
H -2.609715 -1.518252 -3.009741 -0.39 -0.15 -0.13 0.0012
H -0.972176 -2.062962 -3.408966 0.23 -0.13 -0.08 0.0007
N 4.705577 1.694116 2.468045 -0.22 0.06 -0.15 0.0160
C 3.559194 1.684525 1.768037 0.38 0.17 0.19 0.0183
C 3.002996 2.880304 1.265812 0.40 0.11 0.25 0.0007
C 1.840930 2.840641 0.568664 -0.36 -0.44 -0.10 0.0100
N 1.171075 1.687694 0.326317 0.42 -0.75 -0.02 -0.0247
C 1.714074 0.525353 0.814434 -0.49 0.58 -0.31 0.0672
C 2.873144 0.482566 1.513820 0.25 -0.14 0.18 -0.0104
H 5.192816 2.549608 2.660596 0.02 0.07 0.00 -0.0008
H 5.097498 0.847240 2.831544 0.05 -0.14 0.05 -0.0008
H 3.488778 3.837536 1.431581 -0.04 -0.18 0.01 -0.0001
H 1.401668 3.749475 0.194248 -0.13 0.11 -0.11 -0.0067
H 1.170474 -0.396045 0.628252 -0.07 0.04 -0.10 -0.0431
H 3.252404 -0.473500 1.863134 -0.04 0.13 -0.01 0.0006